Entry from the Open Molecules 2025 dataset: 7 unconnected molecules or ions with the total composition C6H32B2O8 at a distorted geometry (ωB97M-V/def2-TZVPD).

The geometry in ORCA input format:
```
! RIJCOSX wB97M-V def2-TZVPD def2/J DEFGRID3
* xyz 0 1
O 4.9030 2.3591 -2.3126
H 4.0350 2.3504 -1.9026
H 5.6197 2.3592 -1.6738
H 5.0868 3.0561 -2.9465
O 0.4589 -2.3444 -1.9483
H 0.6412 -1.4535 -1.6406
H 1.1783 -2.6990 -2.4759
H -0.2786 -2.2890 -2.5603
B 3.5107 -3.1811 -5.0651
H 2.9378 -3.1699 -5.9794
H 3.4000 -2.2287 -4.5701
H 3.1195 -3.9811 -4.4558
H 4.5512 -3.4087 -5.2375
B 1.1569 1.2546 -0.9132
H 1.8135 0.4964 -0.5153
H 0.1927 0.9967 -0.5033
H 1.5206 2.2386 -0.6611
H 1.0340 1.1353 -1.9785
C -2.7989 4.4989 -3.0845
C -3.3751 5.4165 -4.2041
O -3.2550 6.7941 -3.8638
O -1.5496 4.9472 -2.5534
H -2.4873 3.5111 -3.4238
H -3.4664 4.4102 -2.2274
H -4.4204 5.1236 -4.3022
H -2.8184 5.0689 -5.0744
H -2.3519 6.8873 -3.5519
H -1.1697 4.2373 -2.0307
C -4.2080 -0.3162 5.0233
C -3.7290 -0.3339 3.6011
O -4.0778 -1.5947 2.9851
O -4.1001 -1.5740 5.6541
H -5.2673 -0.0612 5.0545
H -3.6522 0.4075 5.6195
H -2.6672 -0.5177 3.7651
H -3.8034 0.6005 3.0448
H -3.4523 -1.8338 2.2972
H -4.7266 -2.0026 5.0665
C 2.2010 -2.7712 3.7261
C 1.5544 -3.9838 4.3019
O 2.4149 -4.7965 5.0878
O 3.5497 -3.0681 3.2962
H 2.3864 -2.0656 4.5359
H 1.6395 -2.4109 2.8641
H 1.2309 -4.6668 3.5164
H 0.7692 -3.5961 4.9509
H 3.2329 -4.3534 4.8509
H 3.5166 -3.4476 2.4150
*
```

Output
Orbital gap ... 5.10 eV
Largest force on an atom ... 4.78 eV/A
LUMO energy ... -2.581 eV